# 1
DFT (wB97M-V/def2-TZVPD) results for a structure of composition C48H43LaN6O8S2Sb2 at a distorted geometry.

Atoms and positions in Å:
La -6.201 -24.238 -4.779
Sb -5.168 -21.450 -10.445
Sb -2.647 -18.493 -6.465
S -2.083 -21.958 -5.710
S -4.148 -23.989 -6.732
O -6.433 -28.279 -3.029
O -7.494 -30.596 -6.541
O -10.721 -20.172 -3.549
O -6.123 -25.999 -3.200
O -8.856 -20.709 -5.239
O -11.059 -20.552 -1.413
O -7.532 -22.485 -5.587
O -6.385 -30.397 -4.562
N -7.499 -23.022 -2.919
N -3.898 -23.071 -4.260
N -7.472 -28.007 -7.073
N -8.466 -20.419 -8.200
N -7.815 -23.211 -1.573
N -7.115 -26.187 -5.843
C -7.030 -16.666 -4.904
C -1.964 -21.731 -3.999
C -8.337 -22.109 -3.394
C -4.545 -20.626 -12.416
C -1.172 -20.925 -3.210
C -11.190 -18.616 -7.126
C -9.442 -21.189 -11.857
C -3.353 -22.242 -2.000
C -4.594 -17.659 -5.838
C -7.347 -21.032 -10.461
C -7.498 -26.657 -7.049
C -2.683 -21.251 -1.319
C 1.230 -17.024 -5.094
C -3.507 -23.046 -5.499
C -1.427 -16.561 -4.453
C -8.900 -22.503 -1.250
C -7.108 -28.444 -5.828
C -9.739 -19.998 -8.438
C -9.304 -21.748 -2.338
C -4.785 -16.302 -5.678
C -7.960 -25.850 -8.191
C -5.253 -19.690 -13.123
C -3.619 -19.897 -14.962
C -9.512 -19.682 -9.920
C -4.271 -18.676 -9.055
C -6.883 -27.267 -5.042
C -3.015 -22.395 -3.374
C -10.208 -20.443 -10.984
C -6.977 -29.914 -5.681
C -4.395 -20.167 -8.833
C -10.873 -20.060 -7.528
C 0.175 -17.358 -5.972
C -2.943 -20.886 -14.230
C -2.883 -18.070 -8.640
C -1.156 -17.123 -5.663
C -10.377 -20.725 -2.402
C -5.974 -15.759 -5.240
C -4.753 -19.279 -14.391
C -5.561 -18.586 -5.483
C -0.489 -16.275 -3.493
C -8.249 -21.721 -4.798
C -3.425 -21.212 -12.944
C -6.813 -18.057 -5.131
C 0.854 -16.556 -3.800
C -6.498 -27.169 -3.608
C -8.225 -20.340 -9.584
C -8.090 -21.437 -11.591
C -1.602 -20.638 -1.918
H -2.787 -21.835 -12.350
H -4.156 -22.836 -1.569
H -0.741 -15.811 -2.551
H -7.566 -24.090 -1.111
H -10.987 -18.423 -6.076
H -5.988 -14.687 -5.180
H -7.221 -25.625 -8.983
H -7.583 -22.050 -12.364
H -6.382 -29.665 -3.847
H -9.343 -22.522 -0.279
H -4.996 -20.573 -7.975
H -10.071 -20.436 -4.342
H -4.438 -18.456 -10.104
H -2.027 -18.508 -9.179
H -5.314 -18.486 -14.931
H -7.682 -18.676 -5.055
H 0.515 -17.875 -6.871
H 1.649 -16.246 -3.065
H -3.251 -19.511 -15.899
H -5.118 -18.145 -8.540
H -7.784 -28.663 -7.815
H -3.353 -20.569 -8.651
H -9.850 -21.601 -12.749
H -11.690 -20.487 -8.138
H -10.691 -20.768 -6.725
H -11.303 -20.301 -11.131
H 2.237 -17.333 -5.287
H -1.109 -19.916 -1.365
H -8.446 -24.911 -7.846
H -2.138 -21.426 -14.696
H -8.008 -16.383 -4.544
H -12.169 -18.275 -7.447
H -3.924 -15.734 -5.849
H -9.461 -18.557 -10.082
H -5.392 -19.639 -5.377
H -3.082 -20.882 -0.363
H -0.222 -20.522 -3.551
H -6.165 -19.289 -12.731
H -8.814 -26.252 -8.781
H -10.426 -17.960 -7.660
H -2.439 -16.221 -4.276
H -2.944 -17.009 -8.866
H -8.154 -21.073 -7.464

Atomic forces in eV per Å
La 1.8 1.2 0.3
Sb -0.5 -0.7 -0.1
Sb -0.4 0.4 -0.6
S -0.2 -1.1 -0.4
S -0.4 -0.3 -1.3
O -0.1 2.0 0.2
O 0.8 0.0 0.3
O 1.5 -0.5 -1.4
O -0.9 -1.2 0.2
O 0.7 -1.8 0.9
O 0.6 0.2 0.0
O -1.2 1.3 1.3
O -0.9 1.0 -0.9
N -0.3 -0.2 1.5
N 0.3 -0.4 1.2
N -0.3 0.5 0.5
N -2.9 -0.2 -2.1
N -0.1 -0.4 -1.9
N -1.2 -1.3 -1.8
C 1.6 -0.6 -1.4
C -0.9 -0.5 0.1
C -1.4 -0.4 3.3
C -0.7 -0.2 1.9
C 0.7 0.7 0.6
C 1.2 1.2 -0.5
C -0.9 1.2 2.1
C 0.3 0.1 -1.4
C 1.7 -1.3 0.3
C -1.7 0.6 0.2
C 0.0 -0.3 0.0
C -1.0 -0.2 0.5
C -2.3 -0.2 1.7
C 1.9 1.2 0.7
C -1.5 1.3 0.9
C -0.7 1.0 -0.7
C 0.8 1.6 1.2
C 1.0 -0.2 1.8
C 2.2 0.0 -1.8
C -0.7 -0.8 -0.1
C -1.3 1.4 -1.3
C 0.7 0.6 -1.9
C -0.6 0.4 1.2
C 0.0 -0.3 1.7
C -0.4 0.9 0.6
C -0.7 -2.6 -1.8
C -2.2 -0.4 0.3
C -0.9 -0.4 -1.4
C -0.5 -0.9 1.5
C 0.7 -1.4 0.1
C -0.7 0.1 -0.8
C 1.8 -0.3 0.0
C -1.4 0.6 0.1
C -1.0 -0.2 0.5
C 0.1 -1.1 -1.1
C -1.9 -0.6 0.8
C -0.9 -1.3 0.6
C -0.6 -0.1 0.4
C -1.1 1.5 0.2
C 1.8 -0.1 -0.5
C 0.2 0.9 -3.3
C 1.5 0.3 -1.3
C 0.0 1.5 0.4
C 1.1 0.9 -0.2
C 1.3 -1.6 0.1
C 4.5 -0.5 -1.5
C 2.9 -1.0 -1.4
C -0.1 -0.8 -1.1
H -0.1 -0.7 0.3
H 0.0 0.3 -0.1
H -0.1 0.0 0.0
H 0.4 0.5 -0.4
H -0.4 -0.1 0.2
H -0.6 0.3 0.4
H 0.0 0.0 0.8
H 0.0 0.7 0.3
H 0.2 -0.4 -0.8
H -0.1 -0.1 0.4
H 0.4 0.8 -0.4
H -0.8 0.8 1.6
H 0.1 0.1 -0.3
H -0.4 0.0 0.1
H 0.6 -0.7 0.3
H -0.2 -0.5 0.5
H -0.5 0.1 -0.1
H -0.9 -0.6 -0.8
H 0.1 -0.3 -0.3
H 0.9 -0.3 -0.2
H 0.4 0.7 0.7
H -1.0 0.0 -0.3
H -0.5 -0.3 -0.5
H 0.0 0.2 0.3
H 0.1 0.3 0.2
H 0.9 -0.1 0.1
H 0.4 0.2 -0.3
H 1.2 1.3 0.9
H 0.9 -0.3 0.0
H 0.4 0.0 0.2
H 0.0 0.4 -0.1
H -0.2 0.0 0.3
H 0.9 1.4 -0.5
H -0.1 -1.0 0.3
H 0.2 -0.5 -0.5
H 0.6 -0.4 -0.3
H -0.4 0.3 -0.2
H -0.4 0.3 0.1
H 0.6 -0.6 0.7
H -1.1 -0.6 0.6
H -0.3 -0.4 0.3
H 0.3 0.2 0.2
H 0.0 0.8 -0.3

Its LUMO energy is -1.24 eV. The value obtained for the strongest force on any atom is 4.8 eV/A. The frontier orbital gap is 4.0 eV.

# 2
DFT (wB97M-V/def2-TZVPD) results for a structure of composition C48H44AlN6PS at a distorted geometry.

Atoms and positions in Å:
S -5.772 -2.880 5.227
P -0.507 2.684 -0.761
Al -1.371 0.388 0.114
N -1.520 0.114 2.106
N -3.064 -0.841 0.215
N 0.884 0.346 0.455
N -5.891 -2.827 3.626
N -4.433 -2.005 5.372
N -0.618 -1.676 -0.535
C 1.975 -5.862 -1.538
C 1.575 2.430 -4.234
C 1.072 -5.688 -0.303
C 1.209 -3.185 -0.140
C -3.429 -1.133 1.467
C -3.904 -1.122 -0.773
C -4.989 3.000 -0.489
C -0.848 -4.050 -0.867
C -2.872 -0.836 3.861
C 2.879 -0.803 -0.222
C 0.580 2.365 -5.197
C 1.510 -0.747 0.016
C -4.020 -1.634 4.167
C -4.296 1.823 -0.249
C 0.449 -4.317 -0.422
C 1.241 2.552 -2.898
C 3.037 1.386 0.627
C 0.043 4.559 1.191
C -1.000 0.540 4.401
C 0.167 4.281 -0.170
C -0.752 2.442 -4.826
C 5.184 0.259 -0.161
C -0.099 2.634 -2.524
C -1.324 -2.753 -0.897
C -4.885 -2.117 3.137
C -2.572 -0.625 2.500
C -2.902 1.767 -0.328
C 1.929 -5.775 0.970
C 5.715 -1.169 -0.330
C -1.096 2.576 -3.492
C 3.697 0.277 0.085
C 0.911 6.763 0.825
C 0.419 5.794 1.686
C -4.323 4.164 -0.844
C -5.470 -2.165 0.704
C -2.052 -0.246 4.827
C 1.037 6.487 -0.526
C 5.443 1.049 -1.455
C 0.671 5.250 -1.029
C -2.275 2.965 -0.702
C 0.037 -6.815 -0.277
C -5.118 -1.775 -0.574
C -2.945 4.150 -0.964
C 0.668 -1.912 -0.231
C -4.619 -1.829 1.762
C -0.770 0.689 3.039
C 1.669 1.383 0.769
C 5.903 0.928 1.019
H 1.187 7.734 1.207
H -2.262 -0.412 5.872
H 0.550 -7.755 -0.090
H -1.510 -4.839 -1.184
H 6.976 0.804 0.917
H 5.458 -1.780 0.531
H -5.770 -1.965 -1.411
H 3.579 2.268 0.924
H 3.291 -1.686 -0.676
H -0.376 3.813 1.860
H 1.398 -5.767 -2.453
H 2.425 -6.850 -1.516
H 6.513 1.099 -1.640
H 5.334 -1.632 -1.236
H 2.331 -6.780 1.071
H -3.596 -0.794 -1.759
H 4.971 0.558 -2.305
H 5.698 1.993 1.060
H 2.612 2.384 -4.529
H 2.013 2.602 -2.138
H 1.183 2.272 1.148
H 6.798 -1.149 -0.413
H -6.066 3.008 -0.390
H 5.058 2.062 -1.381
H 1.330 -5.559 1.850
H -4.876 5.072 -1.028
H 0.843 2.262 -6.237
H -4.883 0.953 0.015
H -0.351 1.028 5.111
H 2.229 -3.283 0.192
H 2.770 -5.120 -1.552
H -0.483 -6.908 -1.227
H 1.414 7.240 -1.199
H -1.527 2.400 -5.575
H 0.046 1.298 2.684
H -6.390 -2.689 0.910
H 0.767 5.044 -2.084
H -2.401 5.038 -1.256
H 0.323 6.005 2.740
H -2.132 2.647 -3.194
H 2.776 -5.095 0.944
H 5.597 0.471 1.958
H -0.693 -6.665 0.517
H -2.327 -2.584 -1.248

Atomic forces in eV per Å
S 0.6 0.5 -0.7
P -0.8 1.3 -0.6
Al -0.4 -0.3 0.3
N -0.1 0.1 -0.2
N -0.4 -0.2 0.2
N 0.0 -0.6 0.0
N -0.5 -0.2 -0.6
N 0.5 0.3 0.5
N 0.3 0.6 0.0
C -0.1 0.0 0.1
C 0.2 0.0 0.0
C 0.2 -0.2 -0.1
C -0.2 0.2 0.0
C -0.9 -0.6 -0.3
C -0.1 0.0 -0.1
C -0.1 -0.2 0.1
C 0.2 0.0 0.1
C 0.7 0.4 -0.4
C -0.1 0.2 0.1
C -0.1 0.0 0.0
C 0.4 0.3 0.1
C -1.2 -0.8 0.1
C -0.1 -0.2 0.0
C -0.2 0.4 0.0
C -0.1 0.0 0.1
C 0.0 0.0 0.0
C 0.0 0.0 -0.1
C -0.1 -0.1 0.0
C 0.1 -0.4 0.0
C 0.0 0.0 -0.1
C 0.3 0.1 -0.1
C 0.1 -0.2 0.1
C -0.1 -0.2 -0.1
C 0.0 -0.2 1.3
C -0.1 -0.1 1.2
C 0.9 0.2 -0.2
C -0.2 0.0 -0.1
C -0.1 0.2 0.0
C 0.0 0.0 0.1
C -0.4 -0.2 0.1
C 0.0 0.0 0.0
C 0.0 0.0 0.1
C 0.2 0.1 -0.1
C 0.3 0.2 0.0
C 0.1 0.0 -0.4
C 0.0 0.1 0.0
C 0.0 -0.1 0.1
C 0.0 -0.2 0.0
C 0.2 -0.3 0.2
C 0.1 0.3 0.0
C 0.1 -0.1 0.2
C -0.1 0.1 0.0
C 0.0 -0.5 -0.1
C 0.3 0.2 -0.7
C 0.2 0.2 0.2
C 0.2 0.2 0.1
C -0.1 -0.1 -0.1
H 0.1 0.1 0.0
H 0.0 0.0 0.1
H 0.0 -0.1 0.0
H -0.1 -0.1 0.0
H 0.1 0.0 0.0
H 0.0 -0.2 0.1
H 0.0 0.0 -0.1
H 0.1 0.1 0.0
H 0.0 -0.1 0.0
H 0.0 0.0 0.1
H 0.0 0.0 -0.2
H 0.1 -0.1 0.0
H 0.1 0.0 0.0
H 0.0 -0.1 -0.1
H 0.0 -0.1 0.0
H -0.1 0.0 0.0
H 0.0 0.0 -0.1
H 0.0 0.1 0.1
H 0.1 0.0 0.0
H 0.1 0.0 0.0
H 0.1 0.0 0.0
H 0.1 0.0 0.0
H 0.0 0.0 0.0
H 0.0 0.2 0.0
H 0.0 0.0 0.2
H -0.1 0.1 0.0
H 0.0 0.0 -0.1
H -0.1 0.0 0.1
H 0.1 0.1 0.0
H 0.0 0.0 0.0
H 0.1 0.1 0.0
H -0.1 0.0 -0.1
H 0.1 0.1 -0.1
H -0.1 0.0 -0.1
H 0.0 0.0 0.1
H -0.1 -0.1 0.0
H 0.0 0.0 -0.1
H 0.0 0.1 0.0
H 0.0 0.0 0.1
H -0.1 0.0 -0.1
H 0.1 0.1 0.0
H 0.0 0.0 0.1
H -0.1 0.0 0.1
H 0.0 -0.1 0.0

Its LUMO energy is -5.93 eV. The value obtained for the strongest force on any atom is 1.6 eV/A. The frontier orbital gap is 7.1 eV. Its net charge is +2.

no.,total energy (Eh)
1,-4093.781522
2,-3165.727798